# C4H12N2O

A single C4H12N2O molecule in a non-equilibrium geometry (the ωB97M-V functional and the def2-TZVPD basis, the OMol25 dataset).

Geometry as XYZ:
```
19
C4H12N2O (the ωB97M-V functional and the def2-TZVPD basis)
H -1.94346 -0.02991 2.56559
C -1.42243 -0.69252 1.85299
C 0.23399 1.15754 0.80143
H -0.71635 -1.32810 2.40196
H -0.44751 -0.64792 -0.04151
H 0.82574 0.94010 1.70229
H 0.09268 -0.42305 -1.48703
O -2.34594 -1.72361 1.37819
H -2.56868 -1.46056 0.49780
H 1.28288 2.08366 -0.90700
H 1.85879 -0.50302 -3.37019
H 1.93353 1.24332 -2.93912
H 2.98910 0.28583 -2.10165
N 0.89494 0.13272 -1.54745
H 2.24332 0.84148 0.04852
C 1.24553 1.01246 -0.40178
H -0.46552 1.97840 0.94543
N -0.74807 -0.05502 0.64165
C 2.05206 0.23332 -2.58597
```

Molar mass (g mol⁻¹): 104.2
SMILES: CNCCNCO
Relative energy (zero: lowest compared OMol25 entry of this formula, charge and spin) (kJ/mol): 381.8
Total energy (eV): -9367.2362